[1]
{"formula": "C39H94F6N10O7P", "method": "the ωB97M-V functional and the def2-TZVPD basis", "symbols": ["P", "F", "F", "F", "F", "F", "F", "C", "C", "N", "C", "C", "C", "C", "H", "H", "H", "H", "H", "H", "H", "H", "H", "H", "H", "H", "H", "H", "H", "C", "C", "N", "C", "C", "C", "C", "H", "H", "H", "H", "H", "H", "H", "H", "H", "H", "H", "H", "H", "H", "H", "C", "C", "N", "C", "C", "C", "C", "H", "H", "H", "H", "H", "H", "H", "H", "H", "H", "H", "H", "H", "H", "H", "C", "O", "N", "C", "C", "H", "H", "H", "H", "H", "H", "H", "C", "O", "N", "C", "C", "H", "H", "H", "H", "H", "H", "H", "C", "O", "N", "C", "C", "H", "H", "H", "H", "H", "H", "H", "C", "O", "N", "C", "C", "H", "H", "H", "H", "H", "H", "H", "C", "O", "N", "C", "C", "H", "H", "H", "H", "H", "H", "H", "C", "O", "N", "C", "C", "H", "H", "H", "H", "H", "H", "H", "C", "O", "N", "C", "C", "H", "H", "H", "H", "H", "H", "H"], "positions_angstrom": [[-3.75540, 13.55247, 24.80584], [-2.95917, 14.66661, 23.95581], [-5.19702, 14.27545, 24.54789], [-3.89141, 12.67267, 23.45521], [-4.62379, 12.46224, 25.65187], [-2.34949, 12.78334, 25.08537], [-3.60832, 14.40069, 26.17756], [-9.60964, 13.24117, 30.35299], [-8.21074, 13.79925, 30.17473], [-7.44424, 12.86981, 29.31834], [-7.76256, 12.96560, 27.88582], [-7.37585, 14.31602, 27.27350], [-5.99289, 12.78536, 29.52712], [-5.64091, 12.28282, 30.92633], [-10.10541, 13.67794, 31.22817], [-9.56004, 12.18437, 30.61011], [-10.22196, 13.44242, 29.47689], [-8.16573, 14.76629, 29.65979], [-7.68015, 13.91058, 31.11693], [-7.22180, 12.11896, 27.46221], [-8.81774, 12.72172, 27.73468], [-7.15138, 14.27664, 26.20393], [-8.12903, 15.08958, 27.42452], [-6.41275, 14.62129, 27.68953], [-5.52565, 13.77727, 29.40904], [-5.55807, 12.12596, 28.77852], [-5.93006, 11.23715, 31.03479], [-6.03530, 12.91607, 31.71650], [-4.55082, 12.28368, 30.99025], [-5.95277, 16.90187, 25.77356], [-6.16592, 16.77643, 24.25583], [-5.39102, 17.66264, 23.38155], [-5.69522, 19.08071, 23.58609], [-7.13561, 19.40825, 23.17704], [-3.95037, 17.41628, 23.54558], [-3.16358, 17.81907, 22.32207], [-4.90215, 16.84697, 26.05849], [-6.46239, 16.03132, 26.19016], [-6.40598, 17.82825, 26.12406], [-5.98732, 15.77098, 23.87374], [-7.23916, 16.93008, 24.11399], [-5.51596, 19.35449, 24.63557], [-5.06584, 19.72267, 22.96714], [-7.34190, 19.00971, 22.18845], [-7.79478, 19.01577, 23.95212], [-7.22830, 20.49660, 23.19901], [-3.84083, 16.32793, 23.58560], [-3.54763, 17.92872, 24.42544], [-3.51612, 17.27920, 21.44647], [-2.09489, 17.71192, 22.52677], [-3.22687, 18.90682, 22.19028], [-5.29437, 16.70632, 17.65480], [-5.34136, 16.38326, 19.14744], [-4.84479, 15.05873, 19.49986], [-3.44814, 14.82792, 19.13025], [-3.17475, 13.35488, 18.86723], [-5.03927, 14.75511, 20.90884], [-6.49801, 14.57545, 21.32064], [-4.26597, 16.74285, 17.29106], [-5.59708, 17.75545, 17.58507], [-5.89780, 16.03596, 17.05089], [-4.80737, 17.15997, 19.72059], [-6.38870, 16.47716, 19.44065], [-2.81246, 15.26736, 19.92005], [-3.10260, 15.38360, 18.25675], [-3.91235, 13.01257, 18.14129], [-3.23101, 12.75908, 19.77334], [-2.18307, 13.30369, 18.41726], [-4.54131, 13.79938, 21.09736], [-4.50430, 15.43666, 21.59046], [-7.03300, 13.86940, 20.68530], [-6.47652, 14.24513, 22.35868], [-7.02949, 15.52563, 21.23835], [-2.00421, 11.88352, 28.77256], [-2.46953, 12.18060, 29.85754], [-0.70139, 11.57198, 28.58441], [-0.17276, 11.26146, 27.26731], [0.24901, 11.57186, 29.65631], [-2.63028, 11.85242, 27.87129], [0.35508, 10.30708, 27.27969], [0.44993, 12.09125, 26.92573], [-0.95423, 11.16614, 26.51371], [-0.15671, 11.99580, 30.57137], [0.58381, 10.55585, 29.89448], [1.15556, 12.13122, 29.40589], [-7.60374, 10.13077, 25.41748], [-8.20564, 9.32485, 26.10314], [-8.17843, 11.04693, 24.61449], [-7.45888, 12.09564, 23.91830], [-9.58632, 10.93477, 24.30801], [-6.50056, 10.17244, 25.40542], [-6.52690, 12.26151, 24.45427], [-8.04730, 13.01118, 23.95498], [-7.26412, 11.74508, 22.89864], [-10.10522, 11.88935, 24.41710], [-9.69755, 10.63212, 23.25676], [-10.09137, 10.16705, 24.88455], [-3.38274, 15.44827, 31.21638], [-3.29159, 15.52835, 32.43182], [-3.24084, 16.49306, 30.37662], [-3.22083, 17.86393, 30.83181], [-3.36138, 16.36015, 28.92366], [-3.55980, 14.49571, 30.68930], [-2.97344, 17.89507, 31.89322], [-4.23587, 18.28250, 30.83129], [-2.55076, 18.45944, 30.21844], [-4.33525, 16.75455, 28.61877], [-2.53774, 16.90709, 28.46879], [-3.37480, 15.31783, 28.60569], [-0.89882, 16.77461, 25.49212], [-0.89209, 17.92030, 25.09034], [-0.20781, 16.30283, 26.56083], [-0.40179, 14.91608, 26.95141], [0.57029, 17.12132, 27.44576], [-1.44094, 15.95781, 24.99310], [-1.26920, 14.35241, 26.62045], [-0.43264, 14.84034, 28.04281], [0.51299, 14.39278, 26.65086], [1.58161, 16.70643, 27.52302], [0.64831, 18.16710, 27.16512], [0.20672, 17.11838, 28.47987], [-1.04482, 12.80721, 21.76848], [-1.11550, 11.78436, 21.11095], [-0.48882, 13.96243, 21.32306], [-0.44888, 15.14926, 22.14981], [0.03608, 14.12307, 19.98932], [-1.36856, 12.89163, 22.81678], [-1.04870, 15.05421, 23.05167], [-0.76308, 16.01999, 21.56990], [0.57217, 15.37554, 22.48147], [1.10305, 14.37846, 19.98416], [-0.06151, 13.19161, 19.43936], [-0.47524, 14.98287, 19.54618], [-3.22352, 9.38616, 25.77364], [-3.81613, 8.68128, 26.56723], [-2.38387, 8.92984, 24.82616], [-1.68965, 9.79569, 23.89646], [-2.13874, 7.52252, 24.63013], [-3.30001, 10.48306, 25.77391], [-0.60554, 9.75603, 24.00672], [-2.08300, 10.81268, 23.91181], [-1.95008, 9.49581, 22.87435], [-2.58967, 7.17792, 23.69145], [-1.07681, 7.28192, 24.56616], [-2.64273, 6.95311, 25.40826], [-5.21000, 8.97894, 22.51288], [-5.83861, 7.99592, 22.85711], [-5.36315, 9.58909, 21.32342], [-4.65996, 10.80999, 20.93248], [-6.52382, 9.29474, 20.50917], [-4.43935, 9.47254, 23.12791], [-5.25697, 11.66972, 21.24422], [-4.56999, 10.79841, 19.84890], [-3.66373, 10.87716, 21.36643], [-6.92548, 8.30145, 20.69654], [-7.35512, 9.97057, 20.73930], [-6.28080, 9.35491, 19.44916]], "atomic_forces_ev_per_a": [[-1.48, -0.48, 0.58], [-0.02, -0.13, 0.28], [1.08, -0.42, -0.47], [-0.41, -0.05, 0.01], [0.86, -0.62, -0.12], [-0.05, 0.09, 0.53], [0.59, 0.19, -0.28], [-0.20, 0.54, 0.89], [1.12, -0.67, -1.12], [0.11, -0.59, -0.11], [0.03, -0.19, 0.61], [0.36, -0.51, -0.32], [-0.74, 0.68, 0.97], [0.70, -0.27, -0.67], [-0.03, 0.35, -0.22], [0.08, -0.13, -0.50], [-0.12, -0.32, -0.01], [-0.50, 0.35, 0.41], [-0.14, -0.06, 0.10], [0.09, 0.24, -0.45], [-0.04, 0.18, 0.00], [-0.40, -0.38, -0.02], [0.08, 0.04, 0.13], [-0.19, 0.20, 0.20], [0.19, 0.02, -0.14], [-0.08, -0.04, -0.08], [-0.36, 0.11, 0.20], [-0.09, -0.13, 0.09], [-0.03, 0.11, 0.19], [0.01, -0.49, -0.73], [-0.30, 0.18, -0.35], [0.20, 0.72, 0.04], [-0.47, -0.34, -0.38], [0.66, 0.28, 1.04], [-0.61, -0.65, -0.68], [0.43, 1.26, 0.45], [0.02, 0.06, 0.03], [0.18, 0.61, 0.20], [0.06, -0.01, 0.28], [-0.04, 0.60, 0.39], [0.00, 0.24, -0.35], [-0.03, 0.23, 0.04], [0.37, -0.34, 0.04], [-0.19, -0.05, 0.00], [-0.37, -0.08, -0.38], [-0.24, -0.02, -0.21], [-0.07, 0.61, 0.63], [0.11, -0.26, 0.18], [0.27, 0.14, -0.08], [-0.03, -0.54, -0.18], [-0.33, -0.12, -0.44], [0.73, 0.74, 0.67], [0.05, -0.02, -0.09], [-0.18, 0.26, -0.61], [0.08, 0.38, 0.45], [0.13, 0.65, -0.09], [0.04, -0.99, 0.09], [0.40, 0.62, -0.09], [-0.05, -0.36, -0.15], [-0.47, -0.18, -0.34], [-0.08, 0.05, -0.05], [0.03, 0.09, -0.15], [0.05, -0.22, 0.20], [0.19, -0.42, 0.20], [-0.68, 0.06, -0.21], [0.02, -0.14, 0.02], [0.17, -0.13, -0.11], [0.03, -0.47, 0.14], [-0.02, -0.02, -0.07], [-0.31, 0.31, -0.17], [0.20, -0.23, 0.02], [-0.36, -0.01, -0.03], [-0.07, -0.02, 0.31], [-0.03, 0.07, 0.58], [-0.06, 0.14, -0.01], [-0.09, -0.07, -0.86], [-0.37, 0.17, -0.14], [0.53, -0.19, 0.67], [0.15, -0.06, -0.21], [0.27, 0.13, 0.05], [0.39, -0.26, 0.00], [-0.28, 0.05, 0.26], [-0.30, 0.05, -0.17], [-0.11, -0.05, -0.08], [-0.14, 0.12, -0.23], [0.38, -0.24, 0.50], [-0.01, 0.02, -0.29], [-0.99, 0.16, 0.10], [0.30, -0.97, 0.43], [-0.22, -0.11, -0.70], [-0.02, 0.14, 0.10], [0.07, 0.10, -0.27], [0.04, 0.05, -0.24], [0.05, 0.54, -0.16], [0.07, 0.04, 0.18], [-0.01, 0.12, -0.02], [0.28, 0.06, 0.35], [0.29, -0.09, 0.43], [-0.24, -0.01, -0.22], [0.05, 0.20, -0.94], [-0.61, -0.25, 0.98], [-0.62, -0.29, 0.66], [0.11, 0.01, 0.06], [0.52, -0.10, -0.15], [0.05, 0.11, -0.51], [0.05, 0.10, 0.07], [0.18, 0.30, -0.27], [-0.08, -0.04, -0.32], [0.32, -0.05, 0.14], [0.31, -0.04, 0.08], [0.05, 0.18, 0.01], [-1.47, -0.04, -0.15], [1.42, -0.42, 0.86], [0.74, 0.01, 0.70], [-0.16, 0.17, 0.02], [-0.17, 0.65, -0.63], [-0.03, 0.18, 0.04], [-0.16, -0.40, 0.03], [0.07, 0.10, -0.15], [-0.22, -0.13, -0.56], [-0.39, -0.19, -0.12], [0.59, 0.31, -0.18], [-0.18, -0.17, 0.09], [-0.11, 0.06, 0.37], [0.57, 0.26, 0.20], [0.29, 0.11, 0.07], [-0.19, -0.07, -0.10], [-0.16, -0.12, -0.30], [-0.29, -0.07, 0.08], [0.08, -0.13, -0.10], [-0.01, -0.04, 0.33], [-0.34, 0.13, -0.11], [-0.09, -0.31, -0.41], [-0.08, -0.07, 0.45], [-0.05, 0.10, 0.02], [0.87, -0.06, -0.55], [-0.91, 0.16, -0.78], [-0.71, -0.52, -0.19], [-0.09, 0.05, -0.05], [0.02, 0.11, 0.11], [0.28, 0.03, 0.56], [0.34, -0.27, -0.02], [0.02, 0.18, -0.08], [0.09, 0.17, 0.27], [0.24, 0.10, 0.19], [0.03, -0.18, -0.05], [0.10, 0.15, 0.27], [-0.15, 0.31, -0.77], [-0.39, -0.31, 0.42], [-0.46, -0.39, 0.04], [0.08, -0.16, 0.11], [0.15, 0.24, -0.14], [0.09, 0.12, -0.03], [-0.03, -0.07, 0.10], [0.36, -0.11, 0.21], [0.13, 0.26, -0.13], [0.07, 0.17, 0.01]], "homo_energy_ev": -5.632, "total_charge": -1, "e_lumo_ev": 2.14, "relative_energy_kcal_mol": 0.0}

---

[2]
{"formula": "C24H58BrN3O2", "method": "the ωB97M-V functional and the def2-TZVPD basis", "symbols": ["Br", "C", "C", "N", "C", "C", "C", "C", "C", "O", "C", "H", "H", "H", "H", "H", "H", "H", "H", "H", "H", "H", "H", "H", "H", "H", "H", "H", "H", "H", "H", "C", "C", "N", "C", "C", "C", "C", "C", "O", "C", "H", "H", "H", "H", "H", "H", "H", "H", "H", "H", "H", "H", "H", "H", "H", "H", "H", "H", "H", "H", "C", "C", "C", "N", "C", "C", "C", "C", "C", "H", "H", "H", "H", "H", "H", "H", "H", "H", "H", "H", "H", "H", "H", "H", "H", "H", "H"], "positions_angstrom": [[0.79262, -0.33752, -0.19993], [-2.80446, -2.18017, -2.14615], [-2.41290, -1.96243, -3.72373], [-1.99814, -0.46660, -4.20537], [-1.84189, -0.48098, -5.72987], [-3.12462, 0.46833, -3.60914], [-4.54106, 0.31458, -4.12594], [-0.61461, -0.08871, -3.48102], [0.10381, 1.18525, -4.08693], [0.81249, 1.06697, -5.30719], [1.27417, 2.31294, -5.81556], [-2.03406, -1.91256, -1.42297], [-2.88312, -3.24105, -1.90856], [-3.64954, -1.67281, -1.68080], [-3.28918, -2.19746, -4.32786], [-1.59158, -2.56998, -4.10376], [-1.11230, -1.21141, -6.07955], [-1.50756, 0.53721, -5.92888], [-2.75830, -0.68968, -6.28190], [-2.83272, 1.51756, -3.65406], [-3.15500, 0.21616, -2.54914], [-4.64940, 0.70336, -5.13847], [-5.15180, 0.95049, -3.48506], [-4.84422, -0.73226, -4.10817], [-0.12043, -1.05702, -3.56014], [-0.90959, 0.10260, -2.44928], [0.80342, 1.64489, -3.38881], [-0.59279, 2.00935, -4.24087], [1.45844, 2.99343, -4.98425], [0.50586, 2.85405, -6.36782], [2.01246, 2.15963, -6.60265], [-2.67175, -4.20829, 4.91749], [-1.42640, -4.38262, 4.05124], [-0.98230, -3.14445, 3.28928], [-2.26531, -2.51618, 2.62126], [-0.41964, -2.08596, 4.23784], [0.22050, -0.90896, 3.45199], [-0.06390, -3.52051, 2.09889], [1.37955, -4.15303, 2.34477], [1.25883, -5.47979, 2.88700], [2.46034, -6.11615, 3.05800], [-3.58416, -4.03820, 4.34593], [-2.49471, -3.49308, 5.72074], [-2.84095, -5.14364, 5.45095], [-1.62988, -5.00407, 3.17917], [-0.62026, -4.97497, 4.48412], [-2.83212, -3.22711, 2.02010], [-2.07340, -1.55692, 2.14053], [-2.88097, -2.07200, 3.40341], [0.34984, -2.69581, 4.71122], [-1.21735, -1.88565, 4.95312], [0.45381, -0.15601, 4.20481], [-0.40130, -0.33904, 2.76158], [1.18131, -1.09336, 2.97146], [-0.01918, -2.62406, 1.48044], [-0.65958, -4.17401, 1.46155], [1.90217, -3.47859, 3.02307], [1.98436, -4.15609, 1.43797], [2.40324, -6.96524, 2.37691], [2.58313, -6.53838, 4.05536], [3.38761, -5.65399, 2.71934], [4.78956, 1.88857, 1.12969], [3.43150, 2.36818, 0.57269], [3.15022, 3.84518, 0.74359], [1.73840, 4.25562, 0.36496], [1.28665, 3.80378, -1.01558], [0.59572, 3.71482, 1.38332], [0.92239, 4.61753, 2.70288], [1.41771, 6.00667, 2.17910], [1.75124, 5.71502, 0.66309], [5.05985, 0.85222, 0.92721], [4.60320, 1.89520, 2.20362], [5.71987, 2.35408, 0.80421], [2.59087, 1.76330, 0.91267], [3.37720, 2.19490, -0.50207], [3.79263, 4.22256, -0.05202], [3.45612, 4.23499, 1.71443], [2.18783, 4.08082, -1.56258], [0.42214, 4.29586, -1.46123], [1.22904, 2.71657, -1.06799], [-0.35140, 3.91038, 0.88051], [0.70219, 2.64096, 1.53696], [0.06489, 4.81830, 3.34513], [1.64195, 4.00157, 3.24226], [0.63771, 6.74912, 2.34783], [2.38759, 6.31701, 2.56785], [0.94469, 6.06193, 0.01716], [2.62472, 6.22485, 0.25663]], "atomic_forces_ev_per_a": [[-0.29, 0.19, 0.06], [1.50, 0.17, -0.64], [-0.55, 1.37, 1.12], [-0.97, -0.90, 1.46], [-0.20, 0.93, 0.86], [0.57, -0.31, -0.12], [0.67, -0.05, -0.66], [-0.99, 0.33, -1.80], [-0.12, 0.27, -0.19], [-0.10, -1.19, -0.26], [-1.21, 0.19, -0.14], [0.80, 0.40, -0.53], [-0.36, -0.17, -0.71], [-0.52, 0.01, -1.05], [0.08, 0.06, 0.03], [0.00, -0.12, 0.56], [0.24, 0.13, 0.56], [0.07, -0.26, -0.52], [-0.28, 0.09, 0.57], [0.44, -0.16, -0.38], [0.42, -0.06, -0.11], [-0.02, -0.11, -0.05], [-0.21, -0.31, 0.04], [-0.36, 0.21, 0.15], [0.75, 0.54, 0.15], [0.39, -0.02, -0.03], [0.07, -0.65, 0.79], [-0.90, -0.10, 0.17], [1.09, -0.02, -0.04], [-0.75, -0.17, -0.05], [0.58, -0.16, 0.83], [0.64, -0.51, 0.31], [-0.79, -0.74, -1.63], [-1.21, 0.92, -0.92], [0.53, 0.64, 1.24], [1.13, -0.97, -1.83], [-0.23, 0.65, 1.42], [0.68, -0.37, -0.30], [-1.76, 0.32, 0.96], [-1.46, 2.84, -0.29], [1.36, -2.54, -0.69], [0.20, 0.34, 0.15], [-0.33, 0.27, -0.17], [0.13, -0.15, -0.11], [-0.63, -0.46, 0.22], [0.42, 0.96, 0.41], [0.39, 0.02, 0.09], [0.96, -0.65, -0.88], [-0.20, -0.95, 0.47], [0.20, 0.55, 0.51], [0.22, 0.43, -0.20], [0.10, 0.03, 0.29], [-0.23, -0.58, -0.18], [-0.30, -0.54, -0.10], [0.61, 0.28, 0.25], [-0.05, -0.44, 0.38], [0.22, -0.08, 0.37], [-0.45, 0.03, -0.40], [0.22, -0.52, 0.11], [-0.02, 0.38, 0.16], [-0.22, 0.92, 0.30], [-0.74, -0.50, 0.61], [-0.10, -0.91, -1.00], [0.66, -1.48, -1.15], [-1.66, -1.11, 2.59], [2.51, 0.46, -0.03], [1.76, 1.94, 1.01], [-0.49, -0.70, -1.60], [1.12, -1.95, -1.28], [-2.31, 1.48, -1.13], [-0.84, -0.25, -0.34], [0.91, 0.32, 0.27], [-0.41, 0.94, 0.22], [0.25, -0.27, 0.54], [0.21, -0.16, -0.18], [-0.08, 1.07, 0.31], [-0.47, 0.19, -0.07], [-0.29, -0.04, -0.87], [-0.02, 0.21, 0.78], [-0.29, 0.01, 0.44], [0.13, 0.24, 0.11], [0.19, 0.12, -0.14], [-0.08, -0.57, -0.14], [0.15, 0.52, 0.23], [0.35, 0.08, -0.40], [-0.42, 0.10, 0.74], [-0.25, 0.49, 0.21], [0.26, -0.44, 0.31]], "homo_energy_ev": -12.420, "total_charge": 2, "e_lumo_ev": -3.91, "relative_energy_kcal_mol": 3.5}